24
Properties=species:S:1:pos:R:3:forces:R:3:mulliken_charge:R:1 method="wB97M-V/def2-TZVPD" total_charge=+3 multiplicity=1 energy_ha=-929.0008
Tl -0.0216 -0.0861 -0.0210 -0.245 -0.286 -0.137 3.80
O 1.9285 -2.3662 -0.5968 -3.364 3.715 0.895 0.00
C 1.1768 -1.5178 -0.3868 9.921 -12.220 -3.197 -0.32
C -1.0503 1.4535 0.4156 -8.932 12.651 3.541 -0.36
O -1.6453 2.4018 0.6910 2.518 -4.045 -1.168 -0.02
C -0.3289 -0.7877 1.7232 -3.162 -6.124 14.019 -0.40
O -0.4965 -1.2009 2.7866 0.886 1.932 -4.734 -0.02
C 0.2501 0.5923 -1.7800 1.581 5.144 -14.653 -0.37
O 0.4330 1.0146 -2.8372 -0.688 -1.824 4.792 -0.02
C -3.8057 -3.0293 -1.8678 -1.713 1.167 0.170 -0.52
H -3.4694 -3.2080 -2.8833 0.278 0.233 0.081 0.31
H -3.7495 -3.8748 -1.1911 0.260 0.191 0.179 0.31
C -4.6158 -1.9482 -1.5761 0.559 -1.910 -0.658 -0.50
H -5.2059 -1.9312 -0.6664 0.308 0.145 0.164 0.30
H -4.9259 -1.2644 -2.3586 0.325 0.183 0.070 0.30
N 1.7489 2.3216 1.0087 0.070 2.297 0.555 -0.22
C 2.9797 2.6684 1.4221 0.237 0.586 0.184 -0.04
C 3.7833 1.5536 1.3824 0.242 -0.271 0.011 -0.79
C 2.9683 0.5382 0.9303 0.473 0.317 0.202 -0.08
N 1.7285 1.0291 0.7079 0.205 -1.106 -0.210 0.10
H 0.9413 2.9756 0.9387 1.028 -0.844 0.069 0.21
H 3.2704 3.6638 1.7305 -0.377 0.110 -0.082 0.50
H 4.8295 1.4878 1.6486 -0.114 0.029 -0.018 0.42
H 3.2765 -0.4855 0.7796 -0.294 -0.070 -0.075 0.41

22
Properties=species:S:1:pos:R:3:forces:R:3:nbo_charge:R:1 method="wB97M-V/def2-TZVPD" smiles="N/C=C/CCCN.O" multiplicity=1 energy_ha=-383.6234
C -0.6906 -1.6374 0.2397 0.819 0.585 -0.848 -0.21
C -0.7272 -0.8252 1.5212 -0.140 -0.086 0.058 -0.39
C 0.4897 0.1213 1.6878 -0.671 -0.096 0.455 -0.43
N 0.4601 2.9057 -0.9273 -0.425 -0.259 0.714 -0.81
C 0.2689 2.1881 0.2772 0.197 -0.857 0.014 0.01
C 0.7699 0.9666 0.4925 -0.298 0.760 -0.653 -0.30
N 0.6085 -2.2956 -0.0092 0.026 0.016 0.214 -0.84
H -0.8151 -0.8758 -0.5391 -0.283 0.089 0.068 0.14
H -1.5037 -2.3445 0.0879 -0.071 -0.120 0.458 0.19
H -0.8786 -1.4349 2.4153 0.307 -0.146 -0.026 0.21
H -1.6047 -0.1735 1.4830 -0.070 -0.079 -0.122 0.20
H 0.1708 0.7451 2.5283 0.441 0.208 0.000 0.22
H 1.3806 -0.4173 2.0096 0.034 -0.075 0.054 0.20
H 0.4676 2.2675 -1.7138 0.143 0.084 -0.102 0.38
H -0.3222 3.5275 -1.0237 -0.063 0.408 -0.387 0.36
H -0.3557 2.6480 1.0351 0.117 0.313 0.008 0.18
H 1.3145 0.5847 -0.3679 0.189 -0.445 0.238 0.20
H 1.3507 -1.7977 0.4811 -0.270 -0.190 -0.067 0.35
H 0.8457 -2.1885 -0.9913 -0.025 -0.191 0.100 0.35
H -0.2429 -0.9971 -3.5662 0.125 -0.175 -0.500 0.47
H -0.7531 -0.6722 -2.2012 -0.042 0.201 0.090 0.47
O -0.2332 -0.2950 -2.9192 -0.041 0.055 0.234 -0.94

50
Properties=species:S:1:pos:R:3:forces:R:3:mulliken_charge:R:1 method="wB97M-V/def2-TZVPD" total_charge=+1 multiplicity=1 energy_ha=-1393.8774
Ba 0.0881 0.1770 0.7710 0.313 -1.082 -1.108 1.61
C -1.5487 0.5704 3.5207 -0.329 0.256 -0.012 -1.13
N -1.8145 1.2679 2.2602 0.615 0.353 0.005 0.21
C -3.2149 1.1356 1.8782 -0.006 0.238 0.014 -1.19
C -1.3446 2.6811 2.2333 -0.030 -0.082 0.014 -0.83
C 0.1803 2.9857 2.3903 0.182 -0.037 -0.029 -0.88
N 1.1225 2.6307 1.2933 -0.570 -0.119 0.294 0.35
C 2.5047 2.5367 1.7506 -0.064 0.130 0.080 -1.13
C 1.0114 3.4776 0.1125 -0.055 0.071 0.152 -1.19
H -2.1279 1.0235 4.3345 0.172 -0.049 0.151 0.35
H -0.4881 0.5839 3.7741 0.027 0.099 0.072 0.40
H -1.8430 -0.4753 3.4290 -0.016 0.007 -0.041 0.33
H -3.8868 1.6256 2.5948 -0.009 0.003 -0.022 0.32
H -3.4765 0.0789 1.8301 -0.001 -0.001 0.000 0.36
H -3.3710 1.5795 0.8941 -0.051 -0.001 0.011 0.32
H -1.8507 3.2236 3.0425 0.120 0.164 -0.010 0.38
H -1.7026 3.1174 1.2973 -0.043 -0.006 0.009 0.43
H 0.5461 2.4937 3.2941 0.020 0.004 0.003 0.43
H 0.2819 4.0623 2.5758 -0.266 0.019 0.125 0.36
H 2.8892 3.4903 2.1344 -0.005 -0.018 0.026 0.34
H 3.1341 2.2316 0.9137 0.021 -0.005 0.024 0.33
H 2.5879 1.7861 2.5390 0.039 0.034 0.034 0.36
H 1.3289 4.5085 0.3156 -0.069 0.019 -0.033 0.34
H -0.0170 3.4926 -0.2530 0.002 0.061 0.002 0.32
H 1.6476 3.0762 -0.6779 -0.007 0.026 -0.013 0.34
C 3.5283 -2.4527 -0.7481 0.113 -0.063 0.095 -1.30
P 2.1967 -1.4502 -1.4856 -0.230 0.191 0.029 0.61
C 2.9736 -0.9917 -3.0785 0.039 0.033 -0.130 -1.28
C 1.0325 -2.7736 -2.0165 0.055 -0.142 0.062 -0.81
C -0.2323 -2.2977 -2.7297 -0.125 -0.072 -0.122 -1.07
P -1.5573 -1.5469 -1.6814 0.355 0.169 -0.001 0.52
C -2.2106 -3.0039 -0.8052 -0.046 -0.115 0.061 -1.21
C -2.8098 -1.2660 -2.9781 -0.168 0.025 -0.072 -1.24
H 4.3564 -1.8002 -0.4678 0.006 -0.017 -0.007 0.40
H 3.9026 -3.2053 -1.4449 -0.034 0.007 -0.022 0.39
H 3.1737 -2.9530 0.1532 -0.060 0.034 0.001 0.37
H 3.3052 -1.8766 -3.6261 0.002 -0.008 0.021 0.37
H 3.8417 -0.3572 -2.8948 -0.008 -0.006 0.036 0.38
H 2.2909 -0.4269 -3.7144 -0.048 -0.018 0.048 0.34
H 0.7772 -3.3535 -1.1250 0.004 0.053 0.033 0.37
H 1.5843 -3.4469 -2.6801 -0.003 -0.010 0.018 0.42
H -0.6930 -3.1505 -3.2394 0.013 0.015 -0.021 0.47
H 0.0103 -1.5749 -3.5153 0.001 0.024 0.034 0.34
H -2.3944 -3.8414 -1.4814 0.013 0.021 -0.025 0.39
H -3.1514 -2.7413 -0.3187 0.003 0.008 0.003 0.41
H -1.5075 -3.3031 -0.0266 0.009 0.024 -0.002 0.33
H -3.0049 -2.1744 -3.5516 0.022 -0.016 0.025 0.37
H -2.4763 -0.4885 -3.6661 0.036 0.003 0.025 0.35
H -3.7480 -0.9328 -2.5333 0.012 -0.007 0.025 0.37
F 0.1758 -1.9520 1.4074 0.047 -0.216 0.140 -0.84

22
Properties=species:S:1:pos:R:3:forces:R:3:nbo_charge:R:1 method="wB97M-V/def2-TZVPD" multiplicity=1 energy_ha=-907.5672
C 3.0909 -1.6249 -0.7004 0.171 0.077 0.039 -0.13
C -3.8239 -1.5766 -0.0388 -1.949 -3.876 -1.097 0.15
C -2.6298 0.0554 -0.2333 0.527 3.192 -0.952 0.36
C 4.3158 0.8774 -0.2861 -2.258 -2.347 0.324 -0.95
C -0.2852 1.0548 -0.4583 -1.222 -0.093 0.534 -0.27
C 0.2571 -0.0932 -0.1148 2.525 0.952 -0.343 -0.26
C -1.8280 1.3131 -0.5053 1.169 -1.208 -1.490 -0.48
N 3.0557 -2.5894 -1.3128 0.056 -0.845 -0.381 -0.22
N -3.2432 -0.8213 -0.9726 0.357 0.403 -1.469 -0.49
N -3.5540 -1.2576 1.1745 -1.373 -0.191 3.015 -0.30
N -2.9048 -0.1079 1.0367 0.847 -0.610 -0.340 -0.35
O 2.8115 -0.1010 1.6296 -0.480 -0.455 1.582 -1.01
P 2.9127 -0.0589 0.0420 -0.379 1.860 0.612 1.47
H -4.4989 -2.5117 -0.2631 1.628 2.103 0.397 0.20
H 4.8227 0.7172 -1.1858 0.693 0.049 -1.256 0.23
H 4.3514 1.7829 0.2308 0.199 1.417 0.572 0.22
H 0.2448 1.9604 -0.7253 0.493 -0.135 0.138 0.22
H -0.1903 -1.0567 0.0646 0.038 -0.151 0.203 0.20
H -2.0854 2.1130 0.2082 -0.031 -0.241 -0.468 0.23
H -1.9754 1.6099 -1.5522 -0.435 0.345 0.402 0.25
H -2.3934 0.4552 1.6698 -0.036 -0.253 1.603 0.41
H 3.5497 -0.1401 2.2928 -0.541 0.006 -1.627 0.53

14
Properties=species:S:1:pos:R:3:forces:R:3:nbo_charge:R:1 method="wB97M-V/def2-TZVPD" multiplicity=1 energy_ha=-684.7080
C 0.2926 -1.4692 0.5988 1.975 -1.548 2.426 0.22
C 1.0767 -0.5378 1.5408 -4.058 -0.365 -0.295 -0.63
C -0.1308 0.3406 -0.4371 -2.014 5.167 1.178 0.31
C -0.1875 1.0060 -1.8007 2.668 -2.028 1.565 -0.65
N -0.3073 -0.9881 -0.3663 -1.143 -1.265 -1.502 -0.49
O -1.6223 1.0379 0.5309 3.384 -0.021 -1.449 -0.87
S 1.0970 1.0143 0.6759 0.061 -0.343 -0.164 0.29
H 0.2502 -2.5512 0.8149 -0.053 0.543 -0.033 0.20
H 0.4099 -0.6076 2.4498 0.810 0.620 -0.478 0.25
H 2.0024 -0.8903 1.7532 2.822 -1.089 0.742 0.23
H -0.3884 2.0295 -1.6775 0.084 1.322 -0.184 0.24
H -0.9804 0.4850 -2.2047 -1.683 -0.696 -1.714 0.23
H 0.8131 0.6977 -2.2842 -1.615 0.902 0.344 0.23
H -2.3252 0.4331 0.4063 -1.237 -1.200 -0.437 0.44